A cluster of 7 separate species, CH17NO6 in total, computed with ωB97M-V/def2-TZVPD.

E_HOMO	-0.34691	Ha
Kohn-Sham gap	9.850	eV
total energy	-15088.1370	eV
SMILES string	CN.O.O.O.O.O.O

The geometry in ORCA input format:
```
! wB97M-V def2-TZVPD RIJCOSX def2/J DEFGRID3
* xyz 0 1
C -0.670 1.069 2.668
N -0.234 1.498 1.352
H 0.056 1.326 3.439
H -0.740 -0.023 2.722
H -1.664 1.424 2.955
H -0.901 1.227 0.635
H 0.135 2.432 1.324
O 2.276 0.075 0.611
H 2.033 0.258 -0.314
H 1.407 0.246 1.028
O 0.594 2.384 -2.052
H 1.443 2.800 -2.207
H 0.438 2.289 -1.109
O 0.899 -0.703 -1.958
H 0.302 -1.313 -1.512
H 1.172 -1.054 -2.809
O -1.673 -2.148 -0.118
H -0.861 -2.653 0.099
H -1.897 -1.767 0.742
O 0.914 -2.417 0.682
H 1.523 -2.024 0.036
H 1.144 -1.840 1.421
O -2.184 0.429 -0.772
H -2.240 0.770 -1.666
H -1.889 -0.500 -0.762
*
```